This record from the Open Molecules 2025 dataset describes a 2-piece molecular cluster, C3H12N2O overall at a distorted geometry. The level of theory is wB97M-V/def2-TZVPD.

Last column: natural (NBO) charge in e.
Cartesian coordinates (Å):
C (-1.846, -1.043, -1.784)  -0.200
O (-0.513, -1.012, -1.432)  -0.910
H (-2.377, -1.918, -1.396)  0.160
H (-2.423, -0.184, -1.399)  0.136
H (-1.940, -1.005, -2.873)  0.158
C (0.252, 1.208, 1.438)  -0.224
N (-0.882, 0.279, 1.444)  -0.839
C (1.550, 0.494, 1.050)  -0.220
N (1.532, 0.091, -0.366)  -0.827
H (0.374, 1.608, 2.444)  0.194
H (0.112, 2.047, 0.744)  0.157
H (-1.718, 0.848, 1.377)  0.350
H (-0.868, -0.253, 0.576)  0.380
H (1.691, -0.408, 1.648)  0.205
H (2.394, 1.165, 1.240)  0.180
H (2.351, -0.453, -0.610)  0.386
H (0.424, -0.667, -1.080)  0.534
H (1.439, 0.902, -0.964)  0.378

Its energy relative to the best compared isomer or geometry (same formula, charge and spin) is 35.2 kcal/mol. The HOMO energy is -9.02 eV. Its charge is 0. The SMILES is NCCN.CO. As for the frontier orbital gap: 9.88 eV.

---

This record from the Open Molecules 2025 dataset describes C36H32N4O7Pt as an isolated structure at a distorted geometry. The level of theory is wB97M-V/def2-TZVPD.

Last column: Mulliken spin population.
Cartesian coordinates (Å):
Pt (0.306, 0.166, 0.024)  1.788
O (-2.060, 3.437, 1.540)  0.020
C (-1.463, 2.618, 0.890)  -0.026
N (-1.115, 1.362, 1.273)  0.298
C (-1.470, 0.922, 2.510)  -0.023
O (-2.060, 1.544, 3.353)  0.030
C (-1.037, -0.513, 2.721)  0.035
C (-1.117, -1.088, 3.985)  0.012
C (-0.711, -2.406, 4.129)  -0.004
C (-0.270, -3.103, 3.014)  0.009
C (-0.218, -2.448, 1.791)  0.000
N (-0.586, -1.183, 1.668)  0.156
C (-1.050, 2.884, -0.545)  0.050
C (-1.144, 4.164, -1.077)  0.008
C (-0.880, 4.340, -2.428)  -0.001
C (-0.576, 3.228, -3.199)  0.007
C (-0.453, 1.998, -2.574)  0.010
N (-0.660, 1.841, -1.274)  0.116
H (-1.482, -0.502, 4.815)  0.002
H (-0.742, -2.882, 5.099)  0.000
H (0.032, -4.136, 3.088)  0.000
H (0.144, -2.949, 0.904)  0.006
H (-1.420, 4.989, -0.438)  0.002
H (-0.916, 5.320, -2.874)  0.000
H (-0.438, 3.305, -4.265)  0.001
H (-0.193, 1.111, -3.133)  0.004
O (1.846, 1.276, 1.430)  0.149
C (2.385, 0.199, 1.768)  0.040
O (2.070, -0.890, 1.228)  0.138
C (3.428, 0.179, 2.836)  0.119
C (3.921, 1.386, 3.347)  0.073
C (4.914, 1.413, 4.310)  -0.008
C (5.391, 0.190, 4.745)  0.208
O (6.353, -0.083, 5.634)  0.159
C (6.479, -1.483, 5.692)  -0.004
O (5.514, -2.052, 4.841)  0.158
C (4.873, -1.034, 4.246)  0.238
C (3.886, -1.059, 3.286)  -0.032
H (3.502, 2.303, 2.961)  -0.007
H (5.310, 2.333, 4.704)  0.000
H (6.331, -1.838, 6.724)  0.026
H (7.487, -1.783, 5.358)  0.028
H (3.488, -1.976, 2.887)  -0.002
C (-4.007, -5.691, -5.124)  0.000
C (-3.138, -4.720, -4.416)  -0.002
C (-3.618, -3.964, -3.352)  0.000
C (-2.810, -3.068, -2.671)  0.005
C (-3.378, -2.289, -1.538)  -0.001
C (-1.457, -2.914, -3.079)  0.008
C (-0.589, -1.998, -2.407)  -0.022
O (-0.858, -1.363, -1.385)  0.116
C (-0.957, -3.672, -4.175)  0.000
C (0.460, -3.553, -4.652)  0.000
C (-1.804, -4.560, -4.806)  0.000
H (-5.051, -5.560, -4.858)  0.000
H (-3.705, -6.704, -4.859)  0.000
H (-3.895, -5.591, -6.200)  0.000
H (-4.651, -4.078, -3.058)  0.000
H (-4.452, -2.445, -1.462)  0.000
H (-3.179, -1.224, -1.654)  0.000
H (-2.912, -2.594, -0.601)  0.000
H (0.400, -1.884, -2.871)  0.001
H (1.164, -3.823, -3.864)  0.000
H (0.684, -2.538, -4.983)  0.000
H (0.629, -4.221, -5.494)  0.000
H (-1.445, -5.151, -5.636)  0.000
C (5.199, -0.167, -4.360)  0.000
C (4.109, -0.065, -3.357)  -0.005
C (3.583, -1.195, -2.733)  0.002
C (2.569, -1.060, -1.805)  -0.016
N (2.031, 0.119, -1.499)  0.131
C (2.539, 1.213, -2.063)  -0.015
C (3.569, 1.166, -2.983)  0.000
H (5.634, -1.162, -4.363)  0.000
H (5.977, 0.568, -4.159)  0.000
H (4.809, 0.042, -5.357)  0.000
H (3.972, -2.173, -2.965)  0.001
H (2.186, -1.920, -1.274)  0.008
H (2.118, 2.161, -1.762)  0.005
H (3.947, 2.082, -3.409)  0.000

Its energy relative to the best compared isomer or geometry (same formula, charge and spin) is 1.5 kcal/mol. The HOMO energy (alpha / beta) is -13.35 / -13.35 eV. Its charge is +2. As for the frontier orbital gap (alpha / beta): 7.79 / 4.28 eV. Its spin multiplicity is 5.

---

This record from the Open Molecules 2025 dataset describes an isolated molecule of C4H12N2O at a distorted geometry. The level of theory is wB97M-V/def2-TZVPD.

Last column: natural (NBO) charge in e.
Cartesian coordinates (Å):
N (-2.160, -1.331, 0.477)  -0.852
C (-1.108, -1.885, -0.512)  -0.248
C (-0.627, -0.817, -1.521)  -0.236
N (-0.280, 0.449, -0.923)  -0.613
C (0.845, 0.370, 0.083)  -0.263
C (1.137, 1.719, 0.638)  -0.065
O (2.237, 1.690, 1.641)  -0.741
H (-2.986, -0.971, -0.074)  0.348
H (-2.478, -2.235, 0.911)  0.362
H (-1.404, -2.817, -1.096)  0.179
H (-0.287, -2.206, 0.178)  0.191
H (0.264, -1.239, -2.018)  0.191
H (-1.371, -0.536, -2.289)  0.198
H (-1.143, 0.658, -0.408)  0.353
H (0.634, -0.270, 0.962)  0.183
H (1.644, -0.118, -0.489)  0.186
H (1.467, 2.395, -0.208)  0.170
H (0.260, 2.180, 1.174)  0.190
H (3.100, 1.489, 1.224)  0.466

Its energy relative to the best compared isomer or geometry (same formula, charge and spin) is 47.6 kcal/mol. The HOMO energy is -9.08 eV. Its charge is 0. The SMILES is NCCNCCO. As for the frontier orbital gap: 10.06 eV.

---

This record from the Open Molecules 2025 dataset describes an isolated ion of composition C4H10NO and charge -1. The level of theory is wB97M-V/def2-TZVPD.

Last column: natural (NBO) charge in e.
Cartesian coordinates (Å):
C (-0.339, -0.485, -2.010)  -0.425
N (-0.364, 0.513, -0.950)  -0.653
C (0.438, 1.398, 1.175)  -0.623
C (0.412, 0.175, 0.253)  -0.090
C (-0.094, -1.077, 1.037)  0.005
O (-0.407, -2.146, 0.325)  -0.941
H (0.678, -0.591, -2.389)  0.163
H (-0.985, -0.144, -2.816)  0.156
H (-0.636, -1.479, -1.655)  0.244
H (-1.330, 0.661, -0.656)  0.335
H (-0.057, 1.173, 2.129)  0.194
H (1.461, 1.665, 1.458)  0.188
H (-0.020, 2.252, 0.691)  0.200
H (1.423, -0.043, -0.092)  0.156
H (0.745, -1.196, 1.799)  0.048
H (-0.924, -0.674, 1.701)  0.043

Its energy relative to the best compared isomer or geometry (same formula, charge and spin) is 13.7 kcal/mol. The HOMO energy is -2.18 eV. Its charge is -1. The SMILES is CN[C@@H](C)C[O-]. As for the frontier orbital gap: 6.63 eV.

---

This record from the Open Molecules 2025 dataset describes C23H35AsAuIN8O2 as an isolated structure. The level of theory is wB97M-V/def2-TZVPD.

Last column: Löwdin charge in e.
Cartesian coordinates (Å):
Au (-1.352, -0.937, 0.659)  1.089
N (-3.232, -2.002, 0.913)  -0.038
C (-4.412, -1.370, 1.579)  -0.179
C (-4.807, -0.037, 0.948)  -0.074
C (-3.618, 0.901, 1.156)  -0.655
O (-3.437, 1.395, 2.280)  0.002
O (-2.784, 0.974, 0.191)  -0.175
H (-3.522, -2.403, 0.029)  0.057
H (-2.938, -2.790, 1.486)  0.109
H (-4.132, -1.215, 2.621)  0.119
H (-5.234, -2.088, 1.553)  0.137
H (-5.700, 0.320, 1.457)  0.138
H (-5.034, -0.163, -0.112)  0.108
C (0.716, 1.452, 1.946)  0.016
C (1.345, 0.300, 1.250)  -0.335
N (0.696, -0.682, 0.624)  -0.078
C (1.631, -1.579, 0.142)  -0.103
C (2.859, -1.111, 0.463)  0.006
N (2.660, 0.062, 1.156)  0.030
C (3.774, 0.885, 1.664)  -0.043
N (4.636, 1.239, 0.601)  -0.072
N (5.706, 0.431, 0.330)  0.061
N (6.264, 0.817, -0.734)  0.097
C (5.580, 1.905, -1.240)  -0.213
C (5.818, 2.675, -2.381)  0.012
C (4.948, 3.714, -2.620)  -0.061
C (3.873, 3.989, -1.750)  -0.068
C (3.628, 3.237, -0.621)  -0.024
C (4.512, 2.183, -0.387)  -0.167
H (-0.338, 1.537, 1.673)  0.070
H (1.206, 2.387, 1.673)  0.087
H (0.786, 1.335, 3.029)  0.103
H (1.352, -2.486, -0.366)  0.106
H (3.848, -1.495, 0.275)  0.137
H (4.340, 0.283, 2.373)  0.154
H (3.362, 1.757, 2.167)  0.143
H (6.651, 2.459, -3.034)  0.125
H (5.094, 4.347, -3.483)  0.113
H (3.233, 4.834, -1.968)  0.112
H (2.821, 3.487, 0.056)  0.101
I (0.231, -2.409, 6.521)  0.964
C (-0.624, -1.492, 4.893)  -0.767
C (-1.446, -0.372, 4.879)  -0.095
N (-1.759, -0.106, 3.610)  0.030
N (-1.194, -1.009, 2.790)  -0.131
C (-0.494, -1.854, 3.553)  -0.180
H (-1.811, 0.246, 5.682)  0.141
H (-2.405, 0.615, 3.205)  0.099
H (0.078, -2.655, 3.113)  0.117
C (-0.493, -3.275, -2.535)  -0.141
C (-0.229, -1.782, -2.656)  -0.386
As (-1.494, -0.619, -1.751)  1.224
C (-3.241, -0.826, -2.593)  -0.345
C (-4.060, -2.104, -2.490)  -0.119
C (-0.992, 1.181, -2.254)  -0.353
C (0.441, 1.589, -1.958)  -0.129
H (0.327, -3.833, -2.984)  0.092
H (-1.404, -3.574, -3.051)  0.063
H (-0.575, -3.594, -1.493)  0.062
H (-0.248, -1.447, -3.698)  0.097
H (0.755, -1.513, -2.264)  0.046
H (-2.970, -0.653, -3.640)  0.092
H (-3.798, 0.050, -2.255)  0.077
H (-3.526, -2.984, -2.840)  0.068
H (-4.948, -1.995, -3.111)  0.099
H (-4.434, -2.295, -1.489)  0.046
H (-1.725, 1.836, -1.783)  0.075
H (-1.176, 1.174, -3.333)  0.095
H (0.621, 1.657, -0.889)  0.045
H (0.619, 2.579, -2.377)  0.091
H (1.179, 0.917, -2.399)  0.079

Its energy relative to the best compared isomer or geometry (same formula, charge and spin) is 0.0 kcal/mol. The HOMO energy is -13.58 eV. Its charge is +2. As for the frontier orbital gap: 5.81 eV.